Entry 1:
Molecular formula: C28H29O8S2
Method: DFT, the ωB97M-V functional and the def2-TZVPD basis

```
67
Properties=species:S:1:pos:R:3:forces:R:3
C -4.013 -0.473 1.857 -0.10 -0.20 -0.14
C -2.827 0.454 1.935 0.30 -0.28 0.19
O -1.673 -0.356 2.242 -1.58 0.41 -0.29
C -0.516 0.358 2.247 2.78 -0.45 0.23
C 0.671 -0.522 2.452 -0.44 2.08 0.00
C 0.532 -1.957 2.196 -0.20 -1.05 -0.27
C 1.918 0.142 2.673 -2.14 -0.73 -0.11
C 3.223 -0.596 2.473 0.41 0.02 0.10
O 1.895 1.321 3.042 1.44 0.86 0.26
O -0.513 1.560 2.042 -0.71 -0.18 0.03
H -4.925 0.116 1.755 -0.11 0.00 0.00
H -3.932 -1.123 0.981 -0.01 -0.02 0.12
H -4.100 -1.102 2.747 0.04 0.11 -0.05
H -2.675 0.964 0.974 0.03 0.01 0.33
H -2.970 1.212 2.721 0.16 -0.14 -0.27
H -0.540 -2.193 2.172 0.42 -0.29 -0.05
H 0.980 -2.255 1.232 -0.12 -0.23 0.08
H 1.007 -2.560 2.982 -0.13 -0.19 -0.36
H 3.098 -1.680 2.386 0.00 0.15 -0.01
H 3.706 -0.223 1.558 -0.14 -0.07 0.14
H 3.892 -0.364 3.309 -0.07 -0.08 -0.15
C 6.240 -4.758 5.499 -0.68 0.14 -0.20
O 4.886 -4.622 5.029 0.16 -0.14 0.52
C 4.117 -3.619 5.526 0.03 0.97 -0.03
C 2.800 -3.519 5.010 0.87 -0.45 0.28
C 2.059 -2.388 5.261 -0.16 0.38 0.25
C 2.596 -1.297 5.989 0.57 -0.51 -0.24
C 1.908 -0.031 6.056 -0.24 0.46 0.63
C 2.433 1.125 6.574 0.10 0.21 -0.23
S 1.401 2.295 7.465 -0.09 0.69 -1.19
C 1.294 1.829 9.201 0.02 -0.31 0.17
C 0.120 1.228 9.660 0.15 -0.04 -0.04
C -0.018 0.927 11.014 0.25 0.15 0.06
C 1.010 1.244 11.910 -0.01 0.11 -0.29
C 2.170 1.881 11.451 -0.24 -0.08 -0.19
C 2.315 2.172 10.091 -0.02 -0.08 0.00
O 2.088 3.572 7.470 -0.42 -0.67 0.20
O 0.065 2.177 6.924 0.42 -0.08 0.44
S 4.124 1.625 6.243 0.18 0.05 0.28
C 4.051 3.284 5.546 0.05 0.39 -0.04
C 4.819 4.304 6.107 -0.05 -0.05 0.16
C 4.757 5.589 5.563 -0.02 -0.16 -0.08
C 3.928 5.853 4.466 -0.03 -0.23 0.08
C 3.183 4.817 3.900 0.31 0.21 0.16
C 3.273 3.531 4.425 -0.32 -0.26 -0.06
O 4.781 1.695 7.536 0.31 0.17 -0.23
O 4.671 0.783 5.202 -0.18 0.20 0.62
C 3.811 -1.522 6.679 -0.45 0.08 -0.10
C 4.577 -2.651 6.455 -0.04 -0.69 -0.45
H 6.615 -5.632 4.966 0.09 0.14 0.14
H 6.831 -3.869 5.244 -0.12 -0.15 0.06
H 6.264 -4.931 6.581 0.03 0.01 -0.18
H 2.443 -4.353 4.401 -0.03 0.40 0.15
H 1.027 -2.337 4.918 0.30 0.22 -0.17
H 0.877 0.025 5.702 -0.17 -0.28 0.56
H -0.685 1.021 8.959 0.21 0.02 0.08
H -0.941 0.461 11.363 0.31 0.12 -0.04
H 0.900 1.011 12.970 0.03 0.07 -0.27
H 2.960 2.170 12.148 -0.26 -0.15 -0.22
H 3.210 2.671 9.721 -0.20 -0.13 0.01
H 5.443 4.085 6.972 -0.15 0.10 -0.12
H 5.355 6.389 6.004 -0.16 -0.23 -0.11
H 3.863 6.861 4.050 0.05 -0.27 0.17
H 2.528 4.994 3.046 0.22 -0.07 0.24
H 2.718 2.724 3.951 -0.05 -0.10 0.00
H 4.142 -0.824 7.445 0.00 0.09 -0.31
H 5.534 -2.765 6.974 -0.42 0.03 -0.27
```
Positions in Å, forces in eV/Å.

charge = -1
HOMO-LUMO gap = 4.7 eV
maximum force = 2.8 eV/A
2S+1 = 1

Population analysis type natural (NBO), resulting atomic charges in e: -0.619 -0.068 -0.558 0.766 -0.453 -0.621 0.513 -0.720 -0.721 -0.660 0.196 0.199 0.205 0.182 0.181 0.226 0.174 0.169 0.199 0.215 0.238 -0.255 -0.494 0.362 -0.295 -0.108 -0.183 -0.003 -0.701 2.160 -0.229 -0.211 -0.223 -0.198 -0.222 -0.200 -0.940 -0.932 2.154 -0.204 -0.203 -0.240 -0.203 -0.198 -0.228 -0.976 -0.929 -0.038 -0.353 0.198 0.190 0.177 0.230 0.239 0.261 0.248 0.214 0.210 0.215 0.254 0.228 0.204 0.203 0.223 0.317 0.220 0.218

Entry 2:
Molecular formula: C5H11NO
Method: DFT, the ωB97M-V functional and the def2-TZVPD basis

```
18
Properties=species:S:1:pos:R:3:forces:R:3
C -1.377 -0.346 2.407 -0.12 0.00 0.09
N -0.367 -0.311 1.366 0.11 0.07 -0.21
C -0.582 0.168 0.143 0.10 -0.13 0.06
O -1.713 0.738 -0.156 0.09 0.00 -0.11
C 0.223 0.048 -1.048 0.20 -0.09 0.15
C 0.881 1.355 -1.489 -0.02 0.12 -0.06
C 1.159 -1.140 -1.143 0.06 -0.08 0.00
H -1.261 0.486 3.108 -0.02 -0.12 -0.10
H -1.315 -1.290 2.956 0.00 0.13 -0.07
H -2.356 -0.264 1.930 0.13 -0.02 0.09
H 0.562 -0.645 1.570 -0.11 0.03 -0.06
H -1.273 0.485 -1.243 -0.22 0.09 0.08
H 1.834 1.548 -0.964 -0.12 -0.07 -0.04
H 0.230 2.221 -1.323 0.09 -0.12 -0.04
H 1.111 1.319 -2.560 -0.04 0.01 0.17
H 1.474 -1.290 -2.182 -0.06 0.03 0.15
H 2.089 -1.012 -0.557 -0.11 0.01 -0.06
H 0.680 -2.070 -0.815 0.06 0.13 -0.05
```
Positions in Å, forces in eV/Å.

SMILES = CNC(O)=C(C)C
HOMO-LUMO gap = 8.2 eV
maximum force = 0.3 eV/A
2S+1 = 1

Population analysis type natural (NBO), resulting atomic charges in e: -0.417 -0.567 0.634 -0.696 -0.436 -0.601 -0.622 0.201 0.202 0.234 0.405 0.462 0.176 0.214 0.208 0.220 0.175 0.206